# 1
A molecular structure, C17H41DyN2OP2 at a distorted geometry, computed with the ωB97M-V functional and the def2-TZVPD basis.

- E_LUMO (alpha / beta): -7.62 / -7.54 eV
- HOMO level (alpha / beta): -14.9837 / -14.9701 eV
- M: 514.0 g mol⁻¹
- Strongest force on any atom: 8.2 eV/Å
- ΔE to the lowest compared entry with this formula, charge and spin: 0.44 kcal per mole

Structure (ORCA input):
```
! wB97M-V def2-TZVPD RIJCOSX def2/J DEFGRID3
* xyz 2 6
Dy -0.466 -0.002 0.031
P 0.125 -2.689 -0.353
P 0.119 2.712 -0.023
N 1.643 0.055 -0.936
C 1.765 -2.524 -1.167
H 2.428 -3.266 -0.664
H 1.662 -2.827 -2.215
C 2.487 -1.143 -1.109
H 3.161 -1.116 -0.252
H 3.103 -1.029 -2.017
C 2.483 1.272 -0.963
H 3.100 1.271 -1.878
H 3.158 1.143 -0.115
C 1.758 2.647 -0.854
H 1.652 3.073 -1.858
H 2.420 3.326 -0.266
C 0.357 3.627 1.571
C -0.799 3.367 2.549
H -0.469 3.636 3.564
H -1.127 2.316 2.597
H -1.681 3.971 2.325
C -1.010 3.681 -1.129
C -2.418 3.820 -0.525
H -3.094 4.210 -1.298
H -2.440 4.521 0.322
H -2.833 2.856 -0.193
C -1.004 -3.510 -1.574
C -2.414 -3.722 -0.993
H -3.090 -4.009 -1.810
H -2.828 -2.805 -0.543
H -2.440 -4.522 -0.241
C 0.359 -3.799 1.114
C -0.798 -3.660 2.116
H -0.469 -4.053 3.089
H -1.681 -4.230 1.817
H -1.124 -2.622 2.293
C -2.723 -0.050 0.949
C -0.460 5.015 -1.636
H -0.388 5.767 -0.825
H 0.532 4.905 -2.099
H -1.143 5.408 -2.382
C -0.459 -4.772 -2.244
H -1.141 -5.068 -3.031
H 0.536 -4.606 -2.691
H -0.384 -5.618 -1.533
C 0.617 -5.271 0.787
H 0.978 -5.773 1.703
H -0.280 -5.796 0.478
H 1.402 -5.412 0.027
C 0.618 5.127 1.431
H -0.278 5.690 1.193
H 0.982 5.509 2.402
H 1.401 5.362 0.693
H 1.269 3.174 1.977
H 1.272 -3.402 1.574
H -1.091 3.010 -2.014
H -1.083 -2.734 -2.367
O -3.785 -0.072 1.429
H 0.879 0.088 -1.708
H -0.427 0.126 -1.939
N 0.742 -0.136 2.096
H 1.345 -0.956 2.141
H 0.126 -0.183 2.935
H 1.347 0.691 2.243
*
```

Computed Löwdin charges, given in elementary charges: 1.08 0.92 0.92 -0.33 -0.29 0.10 0.09 -0.24 0.12 0.13 -0.24 0.13 0.12 -0.29 0.09 0.11 -0.55 -0.11 0.10 0.05 0.08 -0.55 -0.10 0.10 0.08 0.06 -0.55 -0.10 0.10 0.06 0.08 -0.55 -0.11 0.10 0.08 0.05 -0.01 -0.09 0.07 0.08 0.09 -0.09 0.09 0.08 0.07 -0.10 0.10 0.07 0.09 -0.10 0.07 0.10 0.09 0.10 0.10 0.11 0.11 0.16 -0.04 -0.07 -0.04 0.05 0.09 0.07


# 2
A molecular structure, C17H41GaMgNO3P2 at a distorted geometry, computed with the ωB97M-V functional and the def2-TZVPD basis.

- E_LUMO: -7.53 eV
- HOMO level: -10.6430 eV
- M: 463.5 g mol⁻¹
- Strongest force on any atom: 2.0 eV/Å

Structure (ORCA input):
```
! wB97M-V def2-TZVPD RIJCOSX def2/J DEFGRID3
* xyz 1 1
C 3.039 -3.805 1.622
C 4.018 -2.621 1.478
C 4.164 -2.088 0.055
C 5.027 -0.808 0.023
C 4.555 0.353 -0.845
C 3.126 0.864 -0.666
C 2.927 1.650 0.646
C 2.026 0.932 1.658
C 1.688 1.804 2.868
C 0.539 2.805 2.726
C -0.692 2.384 1.933
C -0.593 2.782 0.451
C -1.613 2.068 -0.433
C -1.247 2.110 -1.927
C -1.781 0.922 -2.722
C -3.283 0.646 -2.437
Ga -3.700 -0.997 -1.413
C -4.765 -2.339 -2.663
P -1.766 -2.227 -0.754
N -1.155 -1.313 0.398
P -4.933 -0.637 0.558
O -4.098 -1.022 1.705
O -5.434 0.889 0.718
O -6.277 -1.558 0.453
H 2.696 -4.129 0.640
H 2.193 -3.552 2.257
H 3.533 -4.658 2.087
H 5.008 -2.943 1.804
H 3.729 -1.817 2.157
H 4.697 -2.855 -0.512
H 3.199 -1.963 -0.440
H 5.211 -0.465 1.042
H 6.006 -1.094 -0.368
H 5.198 1.200 -0.592
H 4.737 0.143 -1.901
H 2.944 1.540 -1.504
H 2.362 0.086 -0.738
H 2.426 2.597 0.421
H 3.890 1.887 1.094
H 1.148 0.538 1.139
H 2.569 0.057 2.035
H 1.562 1.179 3.752
H 2.581 2.404 3.064
H 0.917 3.751 2.330
H 0.204 3.036 3.740
H -1.583 2.841 2.363
H -0.855 1.302 1.968
H -0.809 3.852 0.388
H 0.425 2.620 0.095
H -1.730 1.035 -0.089
H -2.578 2.552 -0.271
H -1.621 3.034 -2.373
H -0.158 2.145 -1.996
H -1.671 1.137 -3.786
H -1.153 0.045 -2.536
H -3.711 1.521 -1.951
H -3.796 0.565 -3.402
H -4.074 -2.809 -3.372
H -5.488 -1.688 -3.187
H -5.267 -3.081 -2.027
H -2.194 -3.475 -0.256
H -0.895 -2.477 -1.833
H -0.233 -0.958 0.138
H -6.090 1.112 0.039
H -6.912 -1.320 1.147
Mg -6.191 -3.689 -3.995
*
```

Computed Löwdin charges, given in elementary charges: -0.10 -0.27 -0.22 -0.20 -0.22 -0.21 -0.20 -0.21 -0.19 -0.21 -0.20 -0.20 -0.22 -0.20 -0.28 -0.27 0.38 -0.32 0.70 -0.20 0.35 -0.33 -0.17 -0.22 0.06 0.06 0.06 0.11 0.08 0.11 0.09 0.11 0.11 0.11 0.11 0.10 0.09 0.10 0.11 0.08 0.10 0.11 0.11 0.11 0.11 0.11 0.10 0.12 0.08 0.07 0.11 0.12 0.10 0.10 0.07 0.05 0.05 -0.02 -0.03 -0.04 -0.01 -0.02 -0.01 0.08 0.08 1.08


# 3
4 unconnected molecules or ions with the total composition C17H42N2O2 at a distorted geometry, computed with the ωB97M-V functional and the def2-TZVPD basis.

- E_LUMO: 0.79 eV
- HOMO level: -8.2352 eV
- M: 306.5 g mol⁻¹
- Structure (SMILES): CCN(CC)CC.CCN(CC)CC.C1CCOC1.CO
- Strongest force on any atom: 1.9 eV/Å
- ΔE to the lowest compared entry with this formula, charge and spin: 20.73 kcal per mole

Structure (ORCA input):
```
! wB97M-V def2-TZVPD RIJCOSX def2/J DEFGRID3
* xyz 0 1
C 2.435 -3.762 -0.925
C 2.986 -2.496 -1.544
N 4.061 -1.809 -0.795
C 3.662 -1.472 0.621
C 4.312 -2.461 1.611
C 4.416 -0.606 -1.581
C 5.573 0.184 -1.101
H 1.732 -4.328 -1.536
H 1.794 -3.421 -0.108
H 3.149 -4.436 -0.451
H 3.302 -2.773 -2.551
H 2.073 -1.902 -1.659
H 4.071 -0.512 0.934
H 2.575 -1.524 0.677
H 4.246 -2.089 2.633
H 3.788 -3.414 1.528
H 5.335 -2.709 1.331
H 3.608 0.126 -1.682
H 4.584 -0.997 -2.586
H 5.924 0.781 -1.946
H 6.445 -0.370 -0.752
H 5.302 0.913 -0.337
C -3.139 2.550 3.786
C -2.495 1.327 3.098
N -1.246 1.592 2.387
C -1.378 2.570 1.285
C -2.387 2.090 0.294
C -0.208 1.929 3.389
C 1.195 2.052 2.779
H -2.765 2.651 4.807
H -4.182 2.386 4.061
H -2.986 3.446 3.188
H -2.394 0.515 3.819
H -3.248 0.933 2.413
H -1.629 3.572 1.640
H -0.438 2.622 0.738
H -3.431 2.329 0.514
H -2.234 2.655 -0.626
H -2.416 1.002 0.240
H -0.147 1.062 4.047
H -0.512 2.844 3.900
H 1.479 1.095 2.343
H 1.867 2.409 3.559
H 1.119 2.798 1.988
C -4.767 0.004 -3.963
C -3.902 0.879 -3.132
C -2.527 0.200 -3.117
O -2.909 -1.167 -3.078
C -4.281 -1.356 -3.458
H -4.549 0.198 -5.014
H -5.828 0.134 -3.751
H -4.329 0.873 -2.127
H -3.804 1.888 -3.537
H -1.839 0.490 -2.323
H -1.968 0.372 -4.041
H -4.866 -1.651 -2.584
H -4.518 -2.114 -4.206
C -0.698 -1.210 -0.108
O -0.083 -0.698 1.052
H -0.123 -0.874 -0.975
H -0.488 -2.281 -0.145
H -1.776 -1.141 -0.254
H -0.546 0.103 1.336
*
```

Computed Löwdin charges, given in elementary charges: -0.10 -0.27 -0.15 -0.21 -0.09 -0.29 -0.11 0.08 0.05 0.07 0.11 0.10 0.10 0.09 0.07 0.05 0.07 0.12 0.11 0.07 0.08 0.07 -0.08 -0.25 -0.21 -0.25 -0.10 -0.23 -0.07 0.07 0.07 0.06 0.12 0.10 0.11 0.11 0.08 0.08 0.06 0.12 0.11 0.07 0.08 0.06 -0.18 -0.20 -0.20 -0.14 -0.19 0.12 0.12 0.11 0.12 0.09 0.12 0.11 0.11 -0.18 -0.13 0.07 0.07 0.07 0.02


| no. | electronic energy (eV) |
| --- | --- |
| 1 | -65968.075 |
| 2 | -102316.132 |
| 3 | -25382.898 |